No. 1
{
  "formula": "C4H5BrNO2",
  "method": "ωB97M-V/def2-TZVPD",
  "elements": ["C", "C", "C", "C", "N", "O", "O", "Br", "H", "H", "H", "H", "H"],
  "xyz": [[-2.255561, -0.964190, 0.050372], [-2.217138, 0.286198, -0.428588], [2.094476, -1.268283, -0.047639], [1.175857, 1.860880, 0.614662], [0.233328, 2.154358, 1.187656], [2.353067, -1.298820, 1.088246], [1.602024, -1.503105, -1.077416], [3.934948, 0.675564, -0.969816], [-3.178114, -1.509124, 0.369290], [-1.329023, -1.542306, 0.327119], [-3.093090, 0.854502, -0.757991], [1.938965, 1.443065, 0.008497], [-1.259745, 0.811264, -0.364391]],
  "atomic_forces_ev_per_a": [[0.0339, -0.5539, 0.8038], [0.3294, -0.6139, 0.6826], [-0.6274, -1.0093, 0.1937], [-0.7501, -0.2079, 0.0588], [-0.4588, 0.4861, 0.5316], [0.3536, 0.4392, 0.0328], [0.1592, 0.3412, -0.2188], [0.1353, 0.0815, -0.0624], [0.5680, 0.5475, -0.9486], [-0.8761, 1.0243, -0.2754], [0.2254, -0.2937, 0.3598], [1.2454, -0.0943, -0.5086], [-0.3380, -0.1469, -0.6490]],
  "mulliken_charge": [-0.380, -0.294, 0.687, 0.639, -0.496, -0.413, -0.417, -0.783, 0.204, 0.155, 0.235, -0.198, 0.061],
  "lumo_ha": 0.1304,
  "gap_ha": 0.3029,
  "homo_ev": -4.69,
  "charge": -1
}

No. 2
{
  "formula": "C4H5BrNOP",
  "method": "ωB97M-V/def2-TZVPD",
  "elements": ["H", "P", "N", "C", "Br", "C", "C", "O", "C", "H", "H", "H", "H"],
  "xyz": [[-4.016243, -2.542021, -0.962015], [-3.003687, -1.784554, -0.609158], [-1.953400, -2.486228, -1.475054], [-0.372534, -2.066847, -1.375555], [0.135400, -1.595336, -3.201200], [-0.099722, -1.033335, -0.419780], [-0.267807, 0.004286, 0.191137], [-0.186055, 1.148559, 0.863729], [1.211257, 1.611650, 0.748442], [0.095210, -2.980899, -0.899382], [1.835494, 0.853173, 1.044941], [1.117717, 2.345576, 1.516885], [1.456201, 2.203433, -0.166809]],
  "atomic_forces_ev_per_a": [[-2.3526, -1.6769, -0.9733], [1.2084, 2.8539, 2.2011], [4.2663, -0.6218, -1.1309], [-2.5468, -1.9164, 1.1074], [0.1122, -0.3808, 0.6191], [-0.9102, 1.9043, 0.2566], [0.2572, 0.3766, 0.1078], [0.6295, -1.8820, -1.7426], [-2.4330, 3.0698, 0.0851], [-0.3547, 0.5379, -1.7298], [1.6545, -1.7389, 0.2097], [0.8714, 0.7080, 0.7171], [-0.4023, -1.2339, 0.2726]],
  "mulliken_charge": [0.050, 0.068, -0.227, 0.029, -0.142, -0.424, 0.564, -0.409, -0.751, 0.315, 0.373, 0.277, 0.276],
  "lumo_ha": -0.0063,
  "gap_ha": 0.3314,
  "smiles": "[H]/P=N/[C@@H](Br)C#COC",
  "homo_ev": -9.19,
  "charge": 0
}

No. 3
{
  "formula": "C4H5Cl",
  "method": "ωB97M-V/def2-TZVPD",
  "elements": ["C", "C", "C", "C", "H", "H", "H", "H", "H", "Cl"],
  "xyz": [[-2.032985, -0.687372, -0.050531], [-0.658447, 0.134164, -0.599007], [0.458752, 0.616944, -0.525927], [2.000193, 0.847966, 0.017850], [-1.880566, -1.678402, 0.826586], [-3.041617, -1.327486, -0.865183], [-2.222643, 0.235213, 0.726873], [2.020102, 1.071044, 1.139336], [2.682796, 1.726085, -0.424334], [2.674418, -0.938158, -0.245667]],
  "atomic_forces_ev_per_a": [[0.1248, -0.3270, 1.8284], [-1.3369, -2.5489, 1.1894], [2.1186, 0.3679, 1.5588], [-1.5060, -0.0971, -0.6993], [0.4919, 3.0823, -3.0908], [3.4573, 3.0037, 2.3735], [-1.0928, -2.4859, -2.1503], [-0.4282, -0.7845, -1.6129], [-1.7298, -2.4989, 0.2197], [-0.0990, 2.2884, 0.3835]],
  "mulliken_charge": [-0.673, 0.006, -0.109, -0.282, 0.243, 0.256, 0.212, 0.246, 0.295, -0.195],
  "lumo_ha": 0.0194,
  "gap_ha": 0.3791,
  "homo_ev": -9.79,
  "charge": 0
}

No. 4
{
  "formula": "C4H5Cl",
  "method": "ωB97M-V/def2-TZVPD",
  "elements": ["C", "C", "C", "C", "Cl", "H", "H", "H", "H", "H"],
  "xyz": [[-1.267586, 0.552752, -0.259666], [-0.534417, -0.480126, 0.031421], [1.658385, -0.232576, 0.916512], [2.381274, -0.262025, -0.140835], [4.076246, 0.115766, -0.102831], [-2.074214, 0.587434, -0.923648], [-0.980616, 1.608111, 0.190575], [-0.451511, -1.536221, -0.381565], [1.835766, -0.145109, 1.917915], [2.163418, -0.708669, -1.207268]],
  "atomic_forces_ev_per_a": [[2.0572, 2.2097, 1.8664], [-2.0604, -1.4746, -1.6104], [1.3436, -0.3754, -1.2754], [-0.0607, -1.5985, -2.8658], [0.8295, 0.4516, 0.0754], [-1.2276, -0.1053, -1.1329], [-0.6675, -2.0974, -0.6426], [-0.1059, 1.3725, 0.8481], [0.0576, 0.4591, 2.4280], [-0.1658, 1.1583, 2.3093]],
  "mulliken_spin": [-0.104, 0.930, 0.904, -0.095, 0.102, 0.055, 0.062, 0.055, 0.062, 0.030],
  "lumo_ha": [0.0431, -0.0744],
  "gap_ha": [0.3055, 0.2823],
  "multiplicity": 3,
  "homo_ev": [-7.14, -9.70],
  "charge": 0
}

How do the records compare in relative energy (zero: lowest compared OMol25 entry of this formula, charge and spin)? In the order shown, they have 0.000, 0.000, 5.271, 2.974 eV.